2 unconnected molecules or ions with the total composition C4H12NS2 in a non-equilibrium geometry. Source: the Open Molecules 2025 dataset; level of theory: ωB97M-V/def2-TZVPD.

Atoms and positions in Å:
1 C 0.98622 0.73274 -1.89101
2 C 1.80684 1.76673 -1.91260
3 N -0.35292 0.86904 -1.31466
4 H 1.26821 -0.25254 -2.22248
5 H 2.76490 1.66879 -2.40312
6 H 1.58123 2.72421 -1.45988
7 H -0.30409 0.28671 -0.44238
8 H -0.65585 1.81713 -1.09183
9 H -1.15377 0.47595 -1.81866
10 C 1.63374 -1.36748 1.75455
11 S 0.12251 -0.31994 1.80531
12 S -1.25114 -1.51141 0.77966
13 C -2.83462 -0.65770 1.18057
14 H 1.44720 -2.24504 2.36349
15 H 1.95205 -1.61922 0.74795
16 H 2.36516 -0.70561 2.21333
17 H -3.08966 -0.04309 0.32505
18 H -3.49681 -1.51396 1.27394
19 H -2.78920 -0.10532 2.11279

**E_HOMO**: -11.86 eV
**Orbital gap**: 8.63 eV
**DFT total energy**: -27495.7039 eV
**Net charge**: +1

---

A molecular structure, C18H30GeN4O4PSeTi. Source: the Open Molecules 2025 dataset; level of theory: ωB97M-V/def2-TZVPD.

Atoms and positions in Å:
1 Ti -0.09770 0.21704 -0.36956
2 O 0.81125 -1.03430 -4.09845
3 C 0.28087 -0.59442 -3.12724
4 O 0.77693 -0.64373 -1.87266
5 C -1.01076 0.20020 -3.15329
6 C -1.77086 0.54710 -4.25400
7 C -2.83897 1.42174 -4.04897
8 C -3.09932 1.95957 -2.78873
9 C -2.28493 1.56093 -1.74515
10 N -1.31272 0.68355 -1.95527
11 C -2.29327 2.04799 -0.30935
12 O -3.18010 2.66440 0.18771
13 O -1.16415 1.64130 0.31398
14 H -1.52480 0.16385 -5.23417
15 H -3.45699 1.71165 -4.88829
16 H -3.89642 2.66971 -2.61903
17 C -5.49360 -0.52680 2.85373
18 Ge -4.52625 -1.45704 1.45052
19 C -4.86609 -0.71858 -0.32755
20 C -4.80005 -3.38194 1.46817
21 C -2.58803 -1.13192 1.83548
22 Se -1.42078 -1.86103 0.43190
23 C -0.15070 -2.85652 1.51965
24 H -6.56805 -0.64573 2.71500
25 H -5.26985 0.53995 2.84343
26 H -5.23597 -0.92693 3.83419
27 H -5.72666 -1.20498 -0.78654
28 H -4.01589 -0.89497 -0.99348
29 H -5.06015 0.35228 -0.27972
30 H -5.84485 -3.61414 1.26258
31 H -4.55216 -3.80149 2.44353
32 H -4.19706 -3.88439 0.71063
33 H -2.28084 -1.63015 2.75499
34 H -2.37014 -0.06909 1.92915
35 H -0.67739 -3.69908 1.95998
36 H 0.26002 -2.21996 2.29907
37 H 0.62874 -3.22760 0.85773
38 C 5.54884 0.17689 1.26665
39 N 5.07982 -0.13370 -0.17276
40 C 5.21957 1.16008 -1.00556
41 N 4.50765 2.22577 -0.39675
42 C 4.98597 2.45990 0.96553
43 N 4.82517 1.27217 1.80484
44 C 3.42447 0.96438 2.09710
45 P 2.50339 0.59118 0.53901
46 C 3.66936 -0.64882 -0.18691
47 C 3.05631 2.05384 -0.45691
48 H 6.60932 0.41486 1.18720
49 H 5.41040 -0.73424 1.84717
50 H 5.69524 -0.84470 -0.57300
51 H 4.84742 0.93278 -2.00373
52 H 6.28736 1.37462 -1.04097
53 H 4.43780 3.29114 1.40448
54 H 6.04338 2.72296 0.92847
55 H 2.96145 1.81404 2.60060
56 H 3.36530 0.11469 2.77964
57 H 3.37762 -0.86815 -1.21569
58 H 3.64759 -1.57923 0.38206
59 H 2.56972 2.95288 -0.07361
60 H 2.74460 1.93020 -1.49678

**E_HOMO (alpha / beta)**: -14.41 / -14.72 eV
**Orbital gap (alpha / beta)**: 8.30 / 8.62 eV
**DFT total energy**: -187558.0704 eV
**Net charge**: +2
**Multiplicity**: 2

---

For the records above, the corresponding energy relative to the best compared isomer or geometry (same formula, charge and spin) values read 1.279, 0.280 eV.